Entry 1:
The molecule C4H8O2, computed with ωB97M-V/def2-TZVPD.

Its HOMO energy is -10.10 eV. The LUMO energy comes out at 0.84 eV. The calculation puts the energy relative to the best compared isomer or geometry (same formula, charge and spin) at 30.79 kcal/mol. The calculation puts the gap between HOMO and LUMO at 10.934 eV. The value obtained for the largest force on an atom is 0.42 eV/Å. The calculation puts the calculated total energy at -307.6634 Ha.

Structure (XYZ):
```
14
Properties=species:S:1:pos:R:3:forces:R:3
O 1.850563 -0.826473 0.513322 0.0 -0.1 0.1
O -0.269640 -2.347637 1.108230 -0.1 0.3 -0.2
C -0.442245 -1.442249 0.325801 0.0 -0.4 0.2
C 0.704722 -0.677115 -0.287295 -0.3 0.2 0.0
C -0.962495 1.374000 0.088221 0.0 0.0 0.0
C 0.346605 0.813124 -0.515238 0.0 0.1 -0.1
H -1.877692 0.805663 -0.122074 0.4 0.0 -0.1
H 1.733375 -1.669164 0.984255 0.1 0.2 0.0
H -1.137966 2.366479 -0.337239 0.1 0.0 0.2
H 1.181247 1.385515 -0.096384 -0.1 -0.1 -0.1
H 0.338048 1.008405 -1.593258 0.0 0.0 0.2
H -1.449353 -1.114615 0.025061 0.0 -0.4 -0.1
H 0.883880 -1.154816 -1.270628 -0.1 0.1 0.1
H -0.899049 1.478883 1.177226 0.0 0.0 -0.2
```
Positions in Å, forces in eV/Å.

***

Entry 2:
A cluster of 8 separate species, C58H92N10O8S2 in total in a non-equilibrium geometry, computed with ωB97M-V/def2-TZVPD.

Its HOMO energy is -7.75 eV. The LUMO energy comes out at -0.84 eV. The calculation puts the gap between HOMO and LUMO at 6.905 eV. The value obtained for the largest force on an atom is 6.48 eV/Å. The calculation puts the calculated total energy at -4210.2618 Ha.

Structure (XYZ):
```
170
Properties=species:S:1:pos:R:3:forces:R:3
S -2.656907 -4.446391 -1.733557 1.3 0.1 2.4
S -1.034157 -3.013330 0.490854 -0.5 -1.1 -0.2
O 2.887246 -0.255370 1.881703 0.2 0.2 0.1
O 1.421828 -0.002179 -5.381257 -0.2 0.1 -0.3
O 8.194006 -0.028746 -0.229496 -0.1 0.0 -0.3
O 8.119506 -2.391961 -6.325162 -0.3 0.2 -0.3
O -4.697705 7.490214 3.304591 0.4 0.1 0.0
O -6.030407 -6.697860 1.171414 0.0 -0.2 -0.2
O 0.912334 5.437479 3.151476 0.4 0.2 0.5
O -0.184451 2.302414 6.232843 -0.8 -2.3 0.7
N 4.768684 1.007548 2.262550 -0.3 -0.7 -0.5
N -5.400730 -8.112430 -0.525813 -0.7 0.0 0.9
N 7.564639 -0.182332 -2.434347 -0.2 -0.4 1.0
N -3.924732 3.133513 -1.782291 1.0 -5.0 -1.6
N 2.146493 5.778272 5.059197 0.1 0.5 -1.1
N 6.740098 -1.601857 -7.983572 0.7 -0.6 0.1
N -2.668454 0.295302 -2.636109 -3.6 5.2 1.2
N -2.444056 7.928470 3.219174 -0.9 0.5 0.1
N -2.052160 -5.765636 0.556800 3.0 1.5 1.3
N 0.042883 0.766562 -7.048088 0.8 -0.6 0.1
C 0.420227 -0.132245 -2.446393 -0.6 0.5 0.8
C -0.320135 0.734885 -8.449695 -0.1 0.1 0.2
C -1.073791 -8.165350 0.901000 2.3 0.2 -2.0
C 1.067928 0.015918 -6.546809 -0.5 0.4 -0.1
C -7.162359 2.205033 -1.115326 -0.5 1.4 0.3
C 0.471123 -1.088994 -1.122672 0.0 0.3 0.1
C -4.704353 2.026752 -2.283082 2.3 0.6 0.3
C -2.158411 -5.288108 5.208938 0.2 -0.3 -3.3
C 0.030753 3.777143 -0.986419 -2.1 -1.4 -0.8
C -0.328970 1.254074 -2.017009 1.2 2.6 0.8
C 6.152102 1.276530 1.925704 -0.2 0.0 0.1
C -5.597225 1.241732 0.869141 0.2 1.5 0.4
C -3.492427 -5.498405 4.395860 4.0 0.2 -1.9
C -3.427989 -5.643174 2.804347 2.5 0.4 2.1
C 0.633928 2.390776 -1.478994 -3.9 -0.3 -0.5
C -1.390590 8.920991 3.204798 -0.1 -0.3 0.0
C -0.986573 -6.735910 0.193412 2.9 -3.7 -0.8
C -1.004926 -1.618860 -0.732623 -0.5 1.5 -1.8
C 6.371168 -1.623790 -9.383970 -0.1 0.1 0.2
C -2.402150 1.337300 3.512743 0.9 -0.7 -0.3
C 8.464303 0.874504 -2.852813 0.1 0.0 0.3
C -6.072660 -7.782748 0.615084 0.4 -0.2 -0.6
C -0.674424 1.725806 7.474481 -0.8 0.2 0.9
C 3.281326 6.419335 5.690395 -0.2 -0.2 0.0
C -6.289428 2.225111 -2.475889 0.4 -1.2 -0.7
C 1.247440 -7.610531 -1.114444 -3.0 -0.9 2.8
C -3.764876 8.273143 3.288677 0.4 -0.3 0.0
C 1.575517 5.921109 0.260640 -3.6 -4.3 -3.3
C -3.529456 0.710348 2.520381 0.1 0.8 0.2
C 7.760417 -2.364849 -7.489222 -0.4 0.3 -0.1
C 4.051131 0.021911 1.646628 0.2 0.5 0.4
C 0.968644 4.952038 -0.389168 1.1 3.3 2.8
C -1.539476 3.942329 -1.117414 2.6 -1.7 -0.4
C -2.508897 2.814480 -1.691514 1.1 0.0 0.2
C 0.201046 -6.480706 -0.800070 -0.4 -3.0 1.5
C -0.914904 1.282536 2.871018 0.4 0.1 -0.1
C -4.064909 0.649321 -2.692245 1.7 0.7 0.5
C -1.936764 -4.480311 -0.185464 -0.9 0.4 -2.5
C 1.129374 -9.019071 -0.382414 -2.3 2.2 0.7
C 7.524981 -0.534009 -1.115994 0.1 0.2 -0.7
C -1.920752 1.433840 -2.131691 2.1 0.7 0.5
C 1.287453 4.922953 5.852756 -0.1 -0.2 -0.3
C -0.748177 -5.363169 2.925016 -2.2 0.0 0.8
C 6.735295 -0.832259 -3.429451 0.2 0.1 -0.1
C -0.046903 -9.321358 0.634848 0.2 4.5 -2.0
C -6.348013 2.554608 0.226978 -1.1 -0.8 1.0
C -2.037711 -5.579446 2.034793 -1.3 0.4 5.6
C 6.003678 -0.743259 -7.077199 0.2 -0.1 0.2
C -2.084909 6.524310 3.157841 -0.2 -0.1 0.0
C 1.854123 5.950443 3.736309 -0.1 -0.3 0.7
C -4.554211 -7.116832 -1.160221 -0.1 0.1 0.3
C -0.765349 -5.197961 4.488425 -3.6 -0.8 -2.9
C -4.330924 1.842391 1.701327 -0.5 -0.3 -0.6
C 4.124726 1.808480 3.284220 -0.3 -0.2 -0.1
C -5.505218 -9.426104 -1.125594 0.1 0.2 0.0
C 0.222892 1.914586 3.823383 0.2 -0.4 -0.2
C -0.706370 1.622953 -6.147749 0.2 -0.1 0.3
C 0.284700 1.270649 5.312484 1.5 0.9 -1.0
H -6.491140 3.149148 -3.154119 0.5 -1.4 1.5
H 1.636139 4.875895 6.885702 0.0 0.1 -0.2
H 7.006648 -2.311019 -9.945803 0.0 0.1 0.1
H 7.379763 -1.290089 -4.184468 -0.2 -0.1 -0.1
H -4.792002 -0.170808 -3.081528 1.5 1.6 0.8
H -2.467867 6.018523 4.048338 0.1 -0.1 -0.1
H 3.783476 1.151937 4.089350 -0.1 0.2 0.0
H -1.925187 -8.356397 1.648097 1.4 0.5 -1.3
H -1.488824 2.157260 -6.689005 0.1 -0.1 0.0
H -1.591088 2.361037 7.812171 1.7 -1.0 -0.5
H -1.155638 1.009739 -5.361896 0.0 0.2 0.0
H 0.268218 5.317163 5.826090 0.0 -0.2 0.1
H -1.578777 -0.696780 -0.306184 0.9 -1.9 -0.4
H -0.859922 1.842440 1.850447 -0.3 -0.8 1.7
H 4.816926 2.551520 3.683851 0.0 -0.1 -0.1
H -1.542742 -1.855232 -1.738652 0.8 -0.1 2.0
H -0.264886 0.265377 5.399768 0.6 1.6 -0.1
H 0.316816 -5.460446 -1.311062 -0.3 -1.8 0.9
H -4.087169 -7.526582 -2.057300 -0.1 0.0 0.1
H 1.511223 0.056175 -2.795814 -2.0 0.0 0.7
H 3.256807 2.310124 2.848097 0.0 0.1 0.2
H -6.655283 1.313533 -3.107198 0.8 1.6 1.0
H 1.776912 2.193949 -1.442144 -2.3 0.4 -0.1
H 1.412977 1.100158 5.553484 -1.8 0.0 -0.3
H 2.078015 -7.369317 -1.878608 -1.5 -0.6 1.5
H 0.895026 -0.416106 -0.269542 -0.6 -1.5 -1.4
H -6.683612 -8.610528 1.010547 0.0 -0.1 -0.1
H -4.277410 0.146644 3.186929 1.0 0.7 -1.2
H 1.569707 -0.597568 -7.313091 -0.1 0.0 -0.1
H -4.440937 -5.822713 2.266426 2.1 0.3 0.7
H 9.489419 0.592571 -2.599097 0.0 0.2 -0.1
H 5.552521 -1.356638 -6.292761 0.0 0.2 0.0
H 2.922895 7.056610 6.503096 0.2 0.0 0.0
H 5.329981 -1.945086 -9.472303 0.1 0.0 -0.2
H 1.248951 1.698801 3.318133 -1.8 0.4 0.8
H 0.247042 -5.048150 5.009776 -2.0 -0.3 -0.7
H -2.356717 0.697923 4.478586 -0.2 1.1 -1.5
H 6.696744 -0.035396 -6.614806 -0.2 0.0 0.1
H 4.633408 -0.525785 0.887567 0.1 0.1 0.0
H -7.967758 3.041728 -1.235055 1.4 -1.5 0.1
H -1.043257 0.634851 7.377199 0.6 1.7 -0.1
H -0.023255 2.340172 -5.685266 -0.2 0.0 0.1
H -3.782958 -6.802147 -0.455649 -0.1 0.1 -0.3
H -1.802812 9.930838 3.255711 0.0 -0.1 0.0
H -5.162438 -6.248417 -1.425749 0.2 0.0 0.0
H 0.106417 3.066053 3.902440 0.1 -2.0 -0.1
H -5.898684 -9.323175 -2.140353 0.0 -0.2 0.0
H -6.328748 0.723057 1.615304 1.3 0.7 -1.5
H -4.772910 2.661085 2.394940 0.8 -1.4 -0.9
H -3.046718 -0.032958 1.765530 -0.8 1.2 1.4
H -7.775010 1.226330 -0.974594 1.4 1.5 -0.3
H -7.147801 2.848715 1.025776 1.4 -0.4 -1.4
H 8.210349 1.793076 -2.317158 0.2 0.0 -0.1
H -3.673606 2.410731 0.922454 -0.9 -1.1 1.5
H 6.479893 -0.617063 -9.796016 -0.1 -0.1 -0.2
H -5.275855 0.518532 0.036685 -0.4 0.9 1.3
H 6.110687 -1.604290 -2.975610 0.1 0.1 0.0
H 5.224022 -0.198516 -7.612002 0.1 -0.1 0.0
H -4.494362 -5.569609 4.962986 1.9 0.1 -1.2
H 1.888086 -9.870060 -0.554854 -1.3 1.7 0.1
H 6.093600 -0.082712 -3.900792 -0.1 -0.1 -0.1
H -2.193338 -5.203524 6.353461 0.0 -0.1 -2.0
H -1.357768 0.403228 -8.540718 0.1 0.0 -0.2
H 6.767562 1.142923 2.819253 0.2 0.1 -0.2
H 6.808971 -1.345816 -0.907508 0.0 0.0 -0.1
H 1.174043 -1.978332 -1.313107 -1.0 1.3 0.3
H -1.000890 6.407461 3.106261 -0.3 0.1 0.0
H -3.925070 9.363195 3.331032 0.1 0.1 0.0
H -2.628572 2.417082 3.833255 0.2 -1.6 -0.6
H -4.511257 -9.879805 -1.162509 -0.1 -0.1 -0.1
H 6.503757 0.600255 1.144296 0.0 0.1 0.2
H -6.171237 -10.069438 -0.546915 0.1 0.1 0.0
H 0.258643 -5.316884 2.347544 -1.9 -0.1 1.2
H -0.814883 8.814866 2.281298 0.1 0.1 0.1
H -0.128373 -0.604250 -3.336479 0.7 0.6 1.5
H -0.586929 0.190895 2.632210 -0.8 1.7 0.5
H 1.928010 6.883893 0.792330 -0.7 -2.4 -1.3
H -0.176964 -10.330189 1.182458 0.4 1.9 -1.1
H -0.219450 1.740814 -8.865743 -0.1 -0.1 -0.2
H 6.237159 2.307749 1.572505 0.2 -0.1 0.0
H 2.564661 6.616216 3.218426 0.1 0.0 0.1
H 3.944979 5.649994 6.093913 0.1 0.2 0.1
H -5.651098 3.470733 0.146009 -1.0 -1.7 -0.2
H 0.111832 1.730687 8.320247 -1.0 0.1 -1.4
H -2.546144 6.076034 2.273843 0.1 -0.1 0.1
H 8.384834 1.042282 -3.928046 -0.1 -0.1 0.1
H 3.834970 7.029972 4.974255 -0.1 -0.1 0.0
H 0.324222 0.051260 -9.006024 0.0 0.1 0.1
H 1.287246 3.921836 5.418922 -0.1 0.1 0.3
H -0.735983 8.757174 4.065256 0.1 0.2 -0.1
H 8.253068 -2.979342 -8.260079 -0.1 0.0 -0.1
H -1.997305 4.938365 -0.787634 0.6 -1.8 -0.6
```
Positions in Å, forces in eV/Å.

***

Entry 3:
The molecule C3H6O2 in a non-equilibrium geometry, computed with ωB97M-V/def2-TZVPD.

Its HOMO energy is -10.26 eV. The LUMO energy comes out at 0.83 eV. The calculation puts the energy relative to the best compared isomer or geometry (same formula, charge and spin) at 19.68 kcal/mol. The calculation puts the gap between HOMO and LUMO at 11.090 eV. The value obtained for the largest force on an atom is 1.60 eV/Å. The calculation puts the calculated total energy at -268.3739 Ha.

Structure (XYZ):
```
11
Properties=species:S:1:pos:R:3:forces:R:3
O -2.237702 0.339049 -0.141532 1.2 0.1 -0.4
O -0.402420 -0.406163 1.557625 0.1 -0.1 0.4
C 0.064502 -0.129923 0.480466 -0.2 -0.4 -0.7
C 1.508692 -0.419924 0.094447 -1.4 -0.2 -0.7
C -0.880603 0.493050 -0.551811 -0.2 -0.1 -0.3
H -0.597239 1.557502 -0.597554 -0.1 -0.1 -0.1
H -2.107280 -0.010083 0.751978 -0.5 -0.1 0.4
H 1.860806 0.476037 -0.435861 0.4 -0.5 0.1
H 2.027912 -0.651493 1.012127 0.5 0.0 0.0
H -0.716679 0.063863 -1.564810 -0.1 0.2 0.6
H 1.480013 -1.311915 -0.605076 0.2 1.1 0.7
```
Positions in Å, forces in eV/Å.

***

Entry 4:
A structure of composition C23H13Br2IrN3O4 in a non-equilibrium geometry, computed with ωB97M-V/def2-TZVPD.

Its HOMO energy (spin up / spin down) is -14.72 / -14.95 eV. The spin multiplicity is 2. The LUMO energy (spin up / spin down) comes out at -7.24 / -9.24 eV. The calculation puts the energy relative to the best compared isomer or geometry (same formula, charge and spin) at 0.00 kcal/mol. The calculation puts the gap between HOMO and LUMO (spin up / spin down) at 7.485 / 5.717 eV. The total charge is +2. The value obtained for the largest force on an atom is 1.57 eV/Å. The calculation puts the calculated total energy at -6601.3868 Ha.

Structure (XYZ):
```
46
Properties=species:S:1:pos:R:3:forces:R:3
Ir 0.759451 -0.489582 0.059433 -0.1 1.5 -0.3
Br 3.188308 2.231726 0.066866 0.1 0.0 0.0
Br -0.846620 6.487508 -1.800059 0.0 0.0 0.0
O 0.629976 -1.992843 -1.214817 0.3 0.0 -0.3
O 0.600643 -2.341507 -3.421327 0.1 0.0 -0.1
O 3.192512 -1.174373 1.619485 0.0 0.3 0.0
O -0.539532 0.609783 -1.253628 -0.7 -0.4 0.2
N -0.320453 -1.524648 1.461024 -0.3 0.0 0.1
N 2.016745 0.240136 -1.488737 0.2 -0.2 0.2
N 0.187670 1.010616 1.394151 0.7 0.0 0.3
C -1.300283 -2.886360 3.665109 0.0 0.0 0.0
C -0.211758 1.190394 3.867280 0.1 0.0 0.1
C -0.753062 4.662978 -1.608231 0.0 -0.1 0.0
C -0.341975 4.116570 -0.376985 0.0 0.0 -0.1
C 1.896230 -0.536368 -2.587645 0.0 0.1 0.0
C 3.712106 1.488470 -2.603164 0.0 0.0 0.0
C -1.005434 -0.790701 5.007699 0.0 0.0 0.0
C -0.237720 2.758572 -0.205680 0.2 0.0 0.0
C -0.003902 2.244189 1.127227 -0.5 0.2 -0.1
C -0.101064 0.491623 2.697059 -0.1 -0.1 -0.1
C -0.645975 0.529374 5.034262 0.0 0.0 0.0
C 0.962331 -1.714096 -2.473856 -0.2 -0.2 0.2
C 2.628532 -0.320514 -3.731056 0.0 0.0 0.0
C -1.188884 -3.503294 2.450988 0.0 0.0 0.0
C 2.925008 1.218023 -1.495768 0.0 0.1 0.0
C -1.119581 3.817269 -2.682692 0.0 0.0 0.0
C -0.923748 -1.528279 3.802912 0.0 0.0 0.0
C 3.553383 0.714389 -3.740475 0.0 0.0 0.0
C -1.058969 2.470100 -2.528332 0.0 -0.1 0.0
C 2.265249 -0.913698 1.032355 0.2 -1.2 0.3
C -0.671323 -2.793343 1.356527 -0.1 0.0 -0.1
C -0.599156 1.869280 -1.299492 0.0 0.0 -0.2
C -0.449144 -0.874042 2.659778 0.0 0.0 0.0
H -1.471612 -4.536586 2.313447 0.0 0.0 0.0
H -0.532755 -3.252629 0.385714 0.0 0.0 0.0
H -0.708984 1.089500 5.956473 0.0 0.0 0.0
H -1.453339 4.255330 -3.613501 0.0 0.0 0.0
H 4.440544 2.284491 -2.556858 0.0 0.0 0.0
H 4.163717 0.903975 -4.613224 0.0 0.0 0.0
H -0.183182 2.938299 1.945544 -0.1 0.0 0.0
H -1.673370 -3.424707 4.527292 0.0 0.0 0.0
H 0.028303 2.244500 3.927944 0.0 0.0 0.0
H -1.355200 -1.283522 5.905301 0.0 0.0 0.0
H -1.343264 1.790610 -3.321389 0.0 0.0 0.0
H 2.468260 -0.976674 -4.575634 0.0 0.0 0.0
H -0.116075 4.788291 0.441996 0.0 0.0 0.0
```
Positions in Å, forces in eV/Å.

***

Question: What is the calculated total energy in the third record?
Answer: -268.3739 Ha